[1]
116
Properties=species:S:1:pos:R:3:forces:R:3:lowdin_charge:R:1 method="wB97M-V/def2-TZVPD" max_force_ev_per_a=2.69 total_charge=0
C 1.79219 3.38869 3.89941 0.6131 0.9921 -0.4820 -0.0184
C -5.24555 0.53186 3.06026 0.3270 -1.0504 0.6897 -0.0510
H 0.50998 -1.92293 2.72163 -0.0324 0.0301 -0.1721 0.0580
H 1.70039 -2.92951 -2.00468 0.0805 0.0202 0.1628 0.1021
H 2.85448 -1.45942 1.74929 0.2059 0.3313 -0.1506 0.0609
H 3.11955 -2.14308 3.33520 0.1956 -0.2613 -0.0256 0.0571
O -4.24224 1.61947 -1.27527 -1.0254 -0.3211 -0.4377 0.0780
H -0.25480 -5.17562 -5.80024 -0.0301 -0.0262 -0.3101 0.0950
H -1.84287 -2.31913 1.92449 0.2547 0.4214 -0.0461 0.0366
S 0.36459 -0.36286 -0.43109 1.7466 -0.8102 0.4541 0.3049
H -0.28061 -1.82998 -6.90809 -0.1133 0.3567 0.4354 0.1019
C 4.69488 -2.59167 1.86235 -0.2275 0.0662 0.5294 -0.6451
H 0.94195 1.73723 2.89036 -0.2645 -0.3899 0.0211 0.1275
C -0.32049 3.34156 -0.24413 -0.5510 -0.5089 -0.0907 -0.6121
C 4.09402 4.06595 -0.70285 0.3511 -1.3322 1.0927 -0.6022
H 2.98622 1.94514 1.20106 0.0342 0.2093 0.0876 0.1016
C -1.48124 2.80376 0.56629 0.9342 0.5948 0.5544 -0.6154
Cl 1.15099 0.22003 -5.82585 0.3052 -0.0038 -0.1704 0.6350
C 1.68551 1.03657 4.85256 0.6514 0.3693 -0.4598 -0.1132
O 1.45331 -0.63406 -1.35722 -0.2375 0.2955 -0.1389 -0.3116
Cl 5.58995 -3.49891 3.10749 0.1451 -0.0171 0.1717 0.5568
H -1.09095 1.39557 -4.34621 -0.0566 0.0181 0.0577 0.0599
H -0.20852 -4.08159 0.60079 0.4410 0.1747 -0.0101 0.0550
H -1.38887 -3.13295 -6.59638 0.2953 -0.3723 0.2607 0.1384
O -4.76278 -0.13239 1.86904 -0.2208 0.0659 -0.4260 0.0814
Cl -0.91245 4.37379 -1.56911 0.1445 0.2701 -0.0711 0.6341
H 0.39803 -0.32952 -3.66852 0.2067 0.0358 0.0977 0.0374
H -5.75448 3.37068 0.03021 -0.2071 0.3810 -0.1696 0.0882
H -5.69711 -0.24827 3.67474 -0.1332 0.1257 -0.0887 0.1373
H -3.45794 0.36490 4.38473 -0.3247 0.0213 0.2034 0.1143
H 5.82431 0.37729 0.58167 0.1142 0.2910 0.3366 0.0484
C -3.90237 3.19576 -2.91825 -0.3537 -0.3155 0.5136 -0.0460
C -3.50061 1.07064 -2.25415 -0.6886 2.0575 0.6225 -0.5726
O 2.85785 -4.60673 -2.08688 0.1831 0.1801 0.6784 0.0707
O -0.23713 2.28017 4.52671 0.0543 0.1402 -0.4210 0.0816
O -0.33860 -1.65586 -0.07870 0.8693 -1.9940 1.2783 -0.3931
H 5.42002 -1.96423 1.35601 -0.0229 -0.1814 -0.3351 0.0479
C 0.17522 -4.97555 0.11042 -0.7241 -0.5837 -0.0715 -0.0173
C -1.51658 -2.60297 2.91948 0.1555 -0.5428 -0.7757 -0.6593
H 2.21558 0.27502 4.28620 -0.4136 -0.3266 0.2422 0.0586
H -3.18329 3.92128 -2.54001 -0.0215 -0.0953 -0.2573 0.0661
H 1.94552 3.86215 4.87174 -0.2240 -0.3706 0.1673 0.0953
Cl 0.15506 -2.40348 5.00214 0.2982 -0.2419 0.1115 0.6187
C 2.34056 -5.82627 -2.37092 -0.2636 1.3363 0.5415 -0.5940
H 0.19862 2.50048 -0.69636 0.1169 0.1260 0.0251 0.0465
H 2.19400 -3.40021 -0.40320 0.6479 -0.4923 -0.0107 0.1219
O 1.10012 -5.95204 -1.86731 0.0152 0.1996 -0.1452 0.0865
C 0.67154 -4.69700 -1.29202 -0.1814 -0.0958 0.5479 -0.2935
C -0.13356 1.68395 -3.92460 0.0808 -0.3542 -0.1584 -0.6655
Cl -2.06468 4.11338 1.65523 -0.2930 0.0706 -0.0434 0.6113
H -0.67968 -5.66150 0.06572 0.0869 0.0152 -0.1479 0.0896
Mg -1.92727 -1.22254 -0.90665 -1.7712 0.7918 -1.2920 0.7803
H 1.78658 0.73860 -3.57728 0.2209 -0.0125 -0.2272 0.0760
O 0.59620 0.53538 5.60070 0.1392 -0.0856 0.1975 0.0216
C -0.32962 -1.81303 3.39900 -0.4050 0.1546 0.1895 -0.6252
C 3.90900 2.45473 0.91712 0.3572 0.3519 0.0903 -0.1165
C -0.48558 1.31260 5.41371 1.1254 -0.4355 -0.9005 -0.6011
H 4.25858 -3.34898 1.21873 -0.0352 0.1586 -0.2269 0.0616
C 5.88563 1.18939 -0.14293 -0.4608 -0.5874 -0.7225 -0.0229
O -3.20710 1.94409 -3.18860 -0.3773 0.6225 -0.6387 0.0922
H -0.23973 1.86288 -2.85779 -0.0796 0.1223 -0.0671 0.0297
H -1.26367 -3.66003 2.83460 -0.0817 -0.0298 0.3813 0.0700
H -5.98959 1.28910 2.81967 0.2109 0.1034 -0.2077 0.1350
H -4.58608 3.08658 3.47737 0.0185 -0.0266 -0.0419 0.0796
H -0.13499 -4.30478 -1.91447 0.0970 -0.0928 0.0575 0.1293
C 4.52049 1.82961 -0.33539 0.7800 0.3808 -0.0687 -0.2805
C -0.62953 -2.50073 -6.12375 -0.4091 -0.0395 -0.7648 -0.0977
O -1.30797 -1.81229 -5.05598 0.2089 0.1111 -0.3208 0.0913
O 3.65335 3.82813 0.55358 -0.4239 -0.7042 0.2194 0.0501
H 0.33279 3.93192 0.38247 0.2399 0.0851 -0.0109 0.0626
Cl 4.37088 -0.19249 3.09473 0.0450 -0.0292 -0.1438 0.6327
H 1.37473 -5.17556 -5.17369 0.0074 0.1588 0.0130 0.0860
C 1.06602 2.07219 3.91864 0.1136 0.8914 0.4884 -0.2851
H 3.84172 1.10561 -0.78948 -0.1342 0.2788 -0.2294 0.1448
H 2.78612 3.32077 3.44262 -0.0630 -0.4173 0.0956 0.0791
O -1.52946 1.09136 5.90871 -1.5711 0.0101 0.8355 0.1648
H 1.17386 -4.72559 -6.83318 -0.3145 0.0603 -0.1892 0.0969
O 4.71634 2.98746 -1.20377 -0.4436 -0.8345 -0.0668 0.0854
C 0.85833 0.55183 -4.10258 -0.4981 0.3881 0.2647 -0.6115
H 0.92065 -5.50644 0.70374 0.1895 0.3526 0.0781 0.0980
H 1.44739 -2.65613 -5.64049 0.0902 0.1528 0.7007 0.1361
H 6.15932 0.68927 -1.07757 0.0989 0.2308 -0.0078 0.0890
H -2.30779 2.45266 -0.03300 -0.0278 -0.1377 -0.0235 0.0406
H -0.58985 -0.76264 3.50784 0.0923 0.0682 -0.0982 0.0650
O 0.85933 0.25878 0.79123 -0.5225 0.5422 -0.0728 -0.3220
C 0.69847 -4.65195 -5.85736 0.3523 -0.2300 0.7397 -0.0007
O 3.99033 5.10004 -1.23390 -0.1820 1.7759 -1.0974 0.1842
H -5.86281 2.56522 -2.32386 -0.0950 -0.5864 0.4648 0.1551
H -5.34267 4.80125 -0.98709 -0.2429 -0.1362 -0.2502 0.0962
C 3.62875 -1.70522 2.47803 -0.2561 -0.1080 0.0398 -0.6065
H 2.42288 1.49656 5.51532 -0.1438 0.0224 0.1427 0.1381
C -3.51064 0.24722 1.61986 -0.3537 -0.2322 1.1309 -0.5536
O 0.13382 -3.14695 -4.05489 0.5230 -0.0991 0.2122 0.1098
O -2.82852 -0.19895 0.72650 -0.1809 -0.3208 -0.4260 0.0885
C -0.87880 -2.31127 -3.90592 0.5277 -0.1166 -1.5998 -0.5871
H -4.12611 3.89143 -0.11580 0.2080 -0.0281 -0.4119 0.0375
O -3.08781 1.10470 2.52835 0.5545 -0.2959 -0.2985 0.0688
H -4.62945 2.50062 5.14193 0.0726 -0.0077 0.0017 0.0998
H -1.08924 2.04759 1.23819 -0.1817 -0.3151 -0.1342 0.0513
O -0.79823 0.29953 -1.08941 0.6760 2.2308 -0.5103 -0.3779
C -4.91693 2.78505 -1.82743 1.5297 1.3708 0.1088 -0.2626
O 2.92417 -6.62391 -3.00724 0.4100 -1.2007 -0.6429 0.1671
Cl -2.94133 -2.42427 3.95403 -0.2523 0.0192 0.2480 0.6309
Cl 0.33916 3.19439 -4.73780 0.1202 0.0477 0.0748 0.5518
H 6.64653 1.93135 0.08020 0.0082 -0.0247 0.3320 0.0951
O -3.13681 -0.05104 -2.25690 0.5985 -2.5126 0.2181 0.1307
C -4.05685 2.47618 4.21102 -0.4997 0.0204 0.3699 -0.0288
C -3.96423 1.05518 3.71381 0.3122 1.1221 -1.0671 -0.2645
C 1.91158 -3.79622 -1.37917 -1.0137 0.2510 -0.9330 -0.0813
O -1.35512 -2.02732 -2.86219 -1.1044 0.1645 2.4458 0.1279
C -5.04853 3.79647 -0.69350 -0.1891 -0.7680 0.5617 -0.0101
H 4.63674 2.47147 1.73765 -0.2844 -0.1071 -0.0382 0.1125
H -3.09129 2.93818 4.38971 0.1699 -0.2744 0.0517 0.0684
H -4.42418 3.51913 -3.81358 0.3285 0.0428 -0.1642 0.1389
H 1.29727 4.13573 3.27255 -0.3074 -0.2040 0.0536 0.0873
C 0.53371 -3.20951 -5.43214 -0.4642 -0.5929 -1.1803 -0.2960



[2]
140
Properties=species:S:1:pos:R:3:forces:R:3:lowdin_charge:R:1 method="wB97M-V/def2-TZVPD" max_force_ev_per_a=3.06 smiles="FC(F)C(F)(F)COC(F)(F)C(F)F.FC(F)C(F)(F)COC(F)(F)C(F)F.FC(F)C(F)(F)COC(F)(F)C(F)F.FC(F)C(F)(F)COC(F)(F)C(F)F.COP(=O)(OC)OC.COP(=O)(OC)OC.COP(=O)(OC)OC.COP(=O)(OC)OC" total_charge=0
H -3.93605 -0.91479 -4.33398 -0.1204 -0.3967 0.6098 0.0972
H -3.67597 -5.69042 -1.89238 -0.2858 -0.1526 -0.2602 0.0938
H -1.25008 -3.92954 3.57801 0.1746 0.1062 -0.6938 0.1219
P -4.11075 -2.35026 -1.13375 -0.6729 0.4688 -1.7557 0.3156
H -0.57612 -3.97683 5.15863 0.1636 0.4454 0.4030 0.1565
O -2.72561 2.88956 2.51775 2.1346 0.5785 0.3687 0.0660
O -2.72572 1.85458 -4.97668 0.7744 -0.5588 0.3090 -0.2476
H -0.65551 -0.10517 1.77819 -0.1290 0.2838 0.6942 0.0617
O 5.84476 1.90869 -3.87778 -0.6537 0.6382 -0.3588 0.0105
C 8.35338 2.98283 -3.22189 -0.2555 0.7882 -0.5366 -0.3208
O 3.52049 -1.63341 4.66475 0.5305 -0.3818 1.6779 -0.2112
F 8.17896 2.18517 -2.16917 -0.0661 -0.5747 0.3588 0.1177
H 2.38661 -1.14872 0.05589 0.6264 0.9431 -1.0777 0.0905
H -4.39281 -1.94097 1.78854 0.7811 -0.0313 -0.6310 0.1115
C -1.79737 3.88957 2.01544 -1.2510 1.4674 -0.0307 -0.0039
P 0.89378 1.25487 -1.01018 -0.3069 1.1406 0.6615 0.3713
H -3.78022 -3.24287 6.42222 0.1266 0.1039 0.5486 0.1630
F 4.15813 1.99791 -5.35251 -0.0451 -0.4987 -0.7125 0.1443
H -1.22820 -3.69464 -1.30587 0.2491 -0.6810 -0.2409 0.1262
H -1.00669 3.01022 -4.73049 0.1011 -0.4842 -0.4922 0.0962
O -4.97371 2.13666 -5.81773 -0.1690 -0.0995 -0.1930 -0.2242
F 2.35152 -4.82164 1.25235 0.0714 0.1337 0.3628 0.0930
H 2.07861 4.29655 -1.04719 -0.6917 0.5928 -0.2141 0.0858
O -3.17054 -1.86289 0.04519 -0.2608 1.1470 -1.4313 -0.2113
H -1.57003 0.67009 0.29774 1.4338 -0.7983 1.2290 0.1146
H -6.27610 1.09306 -7.11367 0.1168 -0.0953 0.8302 0.0885
C -5.26443 1.50139 -7.07653 -0.5276 0.6812 -0.1623 -0.0840
F -4.26661 -5.18604 6.54812 0.6884 0.7960 -0.5240 0.0868
C 2.42728 1.63077 3.78408 1.3065 0.6919 -0.4851 -0.0300
O 2.68637 -1.18086 2.46958 -0.8028 0.7439 -1.0633 -0.2270
C 2.71375 -0.66740 -0.92313 -0.2865 -1.4408 0.9659 -0.0763
O -3.47355 -1.81678 -2.45530 0.6501 0.9995 -1.1149 -0.2162
H 2.09451 -2.86975 1.53064 0.0117 0.6421 0.3624 0.1085
F -3.64744 2.39897 0.52912 0.2177 0.0005 0.3165 0.1390
C -3.47340 -2.36487 1.30201 -0.3001 -0.5770 2.1262 -0.1382
F -0.66153 3.62496 4.06097 0.1834 -0.4038 0.1008 0.1077
P -3.64335 2.99706 -5.56859 0.2882 -0.8797 -1.8076 0.3147
F -3.71160 -3.97179 4.09598 1.4016 -0.6909 0.5583 0.0638
O -4.07766 3.96103 -4.43572 0.2216 0.7059 0.9634 -0.1928
C 0.02225 -4.09633 -3.04386 0.4618 -0.2320 1.3457 -0.4511
F -0.47026 -2.86279 0.94113 -0.9451 1.0048 -0.0821 0.1389
F -4.36907 1.10158 3.75142 -0.2354 0.6505 -0.7328 0.0755
H 1.66610 1.47015 4.53402 -0.3174 0.0569 -0.2549 0.0888
H 2.22138 -3.90612 -3.10148 -0.0754 -0.2685 0.4233 0.1712
F -1.51227 6.07189 5.06395 -0.4591 -0.5800 -0.6769 0.0956
C 8.13922 2.26399 -4.56335 0.3195 -1.5511 0.3343 -0.4319
H -1.03856 1.55873 -3.80279 -0.1312 -0.2736 -0.7563 0.0499
C -0.22913 -3.45858 -1.69464 -1.5290 1.6263 0.5177 -0.0414
C -1.19859 4.54561 3.21657 -0.3540 0.1260 2.2750 -0.4854
H 3.70882 -0.96744 6.59226 -0.9754 0.7557 1.4165 0.0687
C -3.80812 2.50707 1.88054 -1.0902 1.8238 -1.0127 -0.5680
F 1.36296 -2.29393 -3.81027 -0.3524 0.4146 -0.0203 0.0990
H -5.01242 4.35761 -2.64735 0.3460 -0.2395 -0.2266 0.0951
F -5.57242 1.07859 1.85763 0.2915 -0.2555 0.4682 0.1141
H -5.30871 -4.91790 -1.89954 0.2939 0.1180 0.1378 0.0969
H -5.34767 2.73081 -3.37444 0.7498 0.9360 0.4683 0.1059
H -3.79681 3.03103 -2.57570 0.7333 -0.0089 0.2539 0.0690
H -2.58074 -2.18566 1.92382 -0.5603 -0.0971 -0.0260 0.0777
H -2.18691 4.80562 1.48451 -0.5408 -1.4388 0.0565 0.1752
F -2.36969 -5.69969 4.81499 -0.2832 1.3088 -0.3476 0.1047
O 5.17459 -0.79436 2.93526 -1.3057 1.3432 0.5330 -0.2346
H 2.17103 1.57580 2.73877 -0.8892 -0.9897 -0.2340 0.0687
C -2.18948 5.38389 4.10550 -0.2252 -0.4471 -0.8790 -0.2503
H 3.39068 2.43513 -2.93739 0.6141 0.3488 -0.5622 0.1679
H 1.18806 3.59777 0.40635 -0.3778 0.3392 -0.1158 0.0698
C -1.42147 -3.61446 4.58667 0.0165 0.5993 0.3364 -0.0290
C -2.65485 -4.34863 4.97348 -2.3855 -1.5107 -0.6508 -0.3711
O -3.06400 3.71124 -6.70926 -0.2726 -0.1375 0.1719 -0.2255
F 0.96809 -4.03016 2.82060 1.0324 0.5109 -1.0137 0.0589
C -4.32338 1.19575 2.37153 -1.3574 -0.8355 1.0819 -0.2528
F -0.97484 -3.79038 -3.90199 -0.0322 -0.2369 0.3968 0.1433
C -3.93237 -0.66715 -3.25974 0.1756 -0.7052 0.3888 -0.0224
C 1.53536 -3.78180 1.56501 -1.1703 -2.0934 0.0423 -0.2187
C -1.26868 1.93806 -4.81558 -0.7528 1.5087 1.5350 -0.0455
F 5.56231 3.64953 -5.33393 -0.6258 -0.6725 1.2875 0.1294
C 1.32781 -3.63128 -3.65312 0.6701 -0.3857 -0.3466 -0.3238
H 6.43547 1.36949 -5.75170 0.6409 -0.1658 -0.1289 0.1446
O -0.32978 1.67619 -1.70838 0.8028 -0.2325 -0.6775 -0.2202
H -2.96178 4.70614 4.54033 0.4959 0.7472 -0.0811 0.1805
H -0.37815 -2.36012 -1.89480 0.8573 -0.7043 0.3523 0.1561
H -4.09127 -4.45547 -3.13715 -0.0837 -0.2639 0.4651 0.1009
C 6.84703 1.38653 -4.74152 0.4672 0.3198 0.8406 -0.0116
H -3.64074 -3.43514 1.20776 0.0849 -0.2282 0.3731 0.0890
H -4.93009 -0.37079 -2.91893 0.3210 0.0760 -0.1099 0.0890
H 5.11465 -2.74611 2.40555 0.1727 -0.8924 0.0801 0.0766
C -4.23673 -4.77749 -2.08654 -0.0702 -0.3881 -1.0195 -0.0822
O 0.79717 -3.75259 -0.71188 -1.0017 0.0906 0.2939 0.0424
H 4.46756 -2.51378 6.15176 0.2552 -1.1147 0.9369 0.0782
H 7.70958 3.85416 -3.15073 -0.2521 0.0878 0.1267 0.1659
O 1.63417 -0.01717 -1.54744 -1.3978 0.3358 -0.7860 -0.2063
O 3.55669 0.75027 4.06773 -0.2581 1.0094 -0.3521 -0.1842
F 0.11506 -5.45191 -2.87278 -0.2347 0.3149 -0.4500 0.1185
F 9.12513 1.33253 -4.65572 0.7504 -0.3140 -0.1953 0.0915
F 3.12360 4.09826 -3.99512 -0.6680 0.7258 -0.4919 0.1291
O -3.63991 -3.83776 -1.22869 0.2753 -0.3567 1.1891 -0.2403
C -1.24578 -1.35344 5.54277 0.7638 -0.7286 0.7114 -0.5184
F 8.42399 3.20172 -5.47737 -0.7233 0.0778 -0.6962 0.1322
F 1.39757 -4.21198 -4.86038 0.2310 -0.1038 -0.7793 0.1064
F 9.63482 3.42694 -3.22904 0.0380 -0.1352 0.1653 0.0944
C 4.29251 -1.50441 5.92310 -0.0736 -0.1040 -3.0529 -0.0086
C 2.03761 3.56810 -0.25978 0.2202 -0.3200 -0.2477 -0.0526
H 5.29559 -1.68942 1.01436 0.2194 0.2168 0.4193 0.0875
C 5.59651 -1.85305 2.06266 -0.2645 0.7615 0.2162 -0.0764
H 5.21996 -1.00397 5.71658 0.4804 0.2789 0.0057 0.0852
F 0.05836 -1.52742 5.91880 -0.6094 -0.0625 -0.4723 0.1422
F -4.79363 3.45391 2.05469 0.2200 -0.2032 -0.1629 0.1287
C -0.62697 0.15673 0.74641 -1.5016 0.9364 -2.0487 -0.0690
O 0.50177 1.03343 0.50854 0.5018 -0.6486 0.7048 -0.2279
O -5.54993 -2.08877 -1.11460 -0.0650 -0.0660 0.9541 -0.2109
P 3.63419 -0.66938 3.45110 1.8051 -1.8621 -0.4996 0.3322
H -4.56781 0.74053 -7.35974 0.6100 -0.5018 0.2118 0.0800
C 3.97044 3.24169 -3.44880 0.5238 -0.8272 0.1598 -0.3228
F -0.38456 -4.99027 0.83688 0.2880 0.1125 -0.5636 0.1552
F -0.94649 0.89892 5.99250 0.4426 0.3412 0.5713 0.1115
H 7.07786 0.35987 -4.34831 -0.1017 1.0951 -0.5971 0.1656
C 0.32876 -3.86210 0.59940 1.4722 -0.3655 -0.5194 -0.5378
H -3.16602 0.08137 -3.14577 -0.0847 0.5253 0.2294 0.0639
F -1.96020 -1.49223 6.71139 0.0175 -0.4208 -0.4462 0.1230
C -4.54690 3.51185 -3.16997 -2.2334 -1.0449 -0.5018 -0.0827
H 6.67668 -1.82679 2.20594 -0.1216 -0.5404 -0.4055 0.0955
F 4.71243 3.88329 -2.53732 0.3139 0.5907 0.8019 0.1031
O -1.63044 -2.18459 4.55198 0.0614 -0.4013 0.1548 0.0573
H 3.51102 0.03876 -0.83679 0.6748 0.3160 0.5691 0.0809
H -0.54707 -0.77639 0.19267 0.3040 0.0911 -0.1796 0.0590
O 2.11775 2.28850 -0.90770 -0.2130 -0.7665 0.1495 -0.2341
H -2.56764 0.27945 5.12495 -0.3001 -0.0948 -0.6055 0.1600
H -1.02144 3.47115 1.41698 0.4537 -0.7340 -0.4089 0.1218
H 3.02729 -1.45797 -1.60702 -0.0612 0.0383 0.0521 0.0885
H -3.74311 0.36084 2.08566 0.8219 -0.7768 -0.7968 0.1389
C -1.50589 0.06690 5.10681 0.2315 0.8113 -0.3047 -0.2889
H 2.81977 2.64669 3.75641 0.1168 0.0633 1.0048 0.0926
F -2.31427 -4.46593 7.23843 -0.4166 0.5293 0.1350 0.0858
F -0.20649 5.35837 2.85381 0.6073 0.4410 -0.7223 0.1417
H 2.92333 3.77121 0.32367 0.4098 -0.5369 0.2647 0.0909
F -2.78206 6.28619 3.24709 0.1762 -0.3222 0.7270 0.0634
F -0.91936 0.33211 3.90483 -0.4516 -0.2681 0.2353 0.0842
H -0.71967 1.44977 -5.60610 -0.2137 -0.1551 -0.2607 0.0854
C 4.94469 2.70356 -4.52257 -0.3190 0.0302 0.2279 -0.5194
H -5.28756 2.23355 -7.86057 0.3653 0.6020 -0.3773 0.0772
C -3.31254 -4.21996 6.33939 0.3368 -0.7808 0.4178 -0.2778



Number 1: highest occupied orbital energy -9.81 eV, frontier orbital gap 9.22 eV. Number 2: highest occupied orbital energy -10.38 eV, frontier orbital gap 10.44 eV.